# 1
ORCA calculation (ωB97M-V/def2-TZVPD) on 13 unconnected molecules or ions with the total composition C69H168N12O13 at a distorted geometry.

- charge = 0
- HOMO-LUMO gap (eV) = 8.22

Element x y z (Å)
C1 -1.588 1.907 4.450
O1 -2.212 0.828 3.804
H1 -2.283 2.742 4.496
H2 -1.367 1.609 5.486
H3 -0.635 2.158 3.971
H4 -1.633 0.053 3.582
C2 -6.424 1.276 2.806
C3 -5.590 0.024 2.491
C4 -4.504 0.273 1.459
O2 -5.033 0.595 0.170
C5 -4.014 0.615 -0.803
N1 -5.019 -0.437 3.791
H5 -7.035 1.193 3.709
H6 -7.096 1.470 1.965
H7 -5.819 2.154 3.056
H8 -6.281 -0.762 2.180
H9 -3.859 -0.613 1.470
H10 -3.921 1.175 1.675
H11 -4.524 0.865 -1.734
H12 -3.518 -0.356 -0.907
H13 -3.294 1.409 -0.562
H14 -4.181 0.116 3.947
H15 -5.693 -0.153 4.487
C6 -5.245 -3.182 0.662
C7 -4.638 -3.724 -0.641
C8 -4.038 -5.124 -0.472
O3 -3.339 -5.181 0.779
C9 -2.129 -5.914 0.654
N2 -5.643 -3.787 -1.712
H16 -6.007 -3.880 1.012
H17 -5.731 -2.229 0.450
H18 -4.461 -3.033 1.403
H19 -3.814 -3.104 -1.000
H20 -3.358 -5.413 -1.277
H21 -4.801 -5.913 -0.451
H22 -2.357 -6.939 0.335
H23 -1.635 -5.982 1.622
H24 -1.500 -5.413 -0.087
H25 -6.414 -4.392 -1.448
H26 -6.034 -2.851 -1.766
C10 -1.946 -2.162 5.964
C11 -0.587 -1.586 6.355
C12 -0.266 -2.125 7.764
O4 0.990 -1.663 8.221
C13 1.030 -0.291 8.532
N3 0.400 -2.190 5.429
H27 -2.146 -2.060 4.892
H28 -2.784 -1.555 6.319
H29 -2.012 -3.226 6.186
H30 -0.426 -0.516 6.209
H31 -0.202 -3.210 7.676
H32 -1.084 -1.932 8.471
H33 1.129 0.321 7.627
H34 1.956 -0.008 9.037
H35 0.165 -0.009 9.136
H36 1.290 -2.269 5.927
H37 0.145 -3.184 5.356
C14 6.059 -5.075 -0.631
C15 4.552 -5.047 -0.696
C16 3.933 -3.753 -0.135
O5 4.179 -3.696 1.249
C17 3.605 -2.549 1.807
N4 4.031 -5.372 -2.036
H38 6.534 -5.989 -0.994
H39 6.524 -4.829 0.324
H40 6.470 -4.309 -1.307
H41 4.192 -5.785 0.029
H42 2.874 -3.739 -0.413
H43 4.409 -2.889 -0.620
H44 3.869 -1.624 1.286
H45 3.849 -2.457 2.868
H46 2.507 -2.583 1.882
H47 4.258 -6.351 -2.174
H48 4.548 -4.830 -2.720
C18 -1.387 -2.710 1.890
C19 -0.393 -1.569 1.640
C20 -0.769 -0.732 0.429
O6 0.326 0.136 0.188
C21 0.028 1.134 -0.764
N5 -0.244 -0.773 2.857
H49 -1.160 -3.240 2.822
H50 -1.327 -3.518 1.160
H51 -2.401 -2.333 2.038
H52 0.610 -1.998 1.506
H53 -1.637 -0.067 0.531
H54 -0.951 -1.389 -0.426
H55 0.895 1.778 -0.882
H56 -0.825 1.722 -0.396
H57 -0.330 0.766 -1.734
H58 0.082 -1.453 3.555
H59 0.517 -0.102 2.792
C22 2.033 2.975 1.911
C23 3.120 2.519 0.955
C24 4.530 2.814 1.403
O7 4.751 4.208 1.575
C25 5.750 4.523 2.510
N6 3.051 1.048 0.799
H60 2.270 3.999 2.202
H61 2.033 2.413 2.850
H62 1.045 2.826 1.476
H63 2.943 3.000 -0.018
H64 5.275 2.465 0.681
H65 4.674 2.277 2.348
H66 5.468 4.290 3.545
H67 6.014 5.566 2.377
H68 6.651 3.900 2.420
H69 3.657 0.757 0.036
H70 2.096 0.833 0.505
C26 6.393 -2.192 7.702
C27 5.044 -1.457 7.573
C28 4.811 -0.964 6.152
O8 3.541 -0.333 6.118
C29 3.105 -0.093 4.784
N7 3.921 -2.287 8.002
H71 7.160 -1.456 7.456
H72 6.360 -3.073 7.064
H73 6.569 -2.486 8.737
H74 5.106 -0.558 8.200
H75 4.925 -1.736 5.381
H76 5.608 -0.256 5.887
H77 3.588 0.815 4.410
H78 2.041 0.135 4.832
H79 3.325 -0.931 4.123
H80 3.859 -2.356 9.012
H81 3.078 -1.773 7.756
C30 1.493 -5.288 2.845
C31 0.361 -5.876 3.676
C32 0.548 -7.405 3.746
O9 -0.472 -8.098 4.430
C33 -1.662 -8.137 3.669
N8 0.285 -5.216 4.985
H82 2.433 -5.824 3.015
H83 1.730 -4.264 3.150
H84 1.294 -5.205 1.776
H85 -0.591 -5.681 3.170
H86 1.501 -7.503 4.274
H87 0.675 -7.812 2.738
H88 -2.312 -8.975 3.940
H89 -1.518 -8.275 2.595
H90 -2.277 -7.270 3.928
H91 1.134 -5.414 5.519
H92 -0.425 -5.784 5.457
C34 -4.067 4.641 -7.445
C35 -2.757 4.406 -6.699
C36 -2.509 5.588 -5.774
C37 -1.390 5.382 -4.745
C38 -1.651 4.146 -3.947
C39 -1.858 2.870 -4.837
N9 -2.827 3.192 -5.895
O10 -3.198 2.075 -6.648
C40 -0.483 2.506 -5.378
C41 -2.424 1.791 -3.947
C42 -1.631 4.340 -7.771
H93 -4.196 3.874 -8.212
H94 -4.193 5.602 -7.938
H95 -4.869 4.490 -6.716
H96 -2.278 6.492 -6.339
H97 -3.440 5.753 -5.222
H98 -1.435 6.268 -4.104
H99 -0.402 5.406 -5.214
H100 -2.567 4.365 -3.386
H101 -0.873 3.992 -3.199
H102 -0.619 1.899 -6.277
H103 0.078 3.400 -5.641
H104 0.115 1.932 -4.667
H105 -3.377 2.070 -3.489
H106 -2.773 0.923 -4.518
H107 -1.725 1.401 -3.207
H108 -1.601 3.402 -8.326
H109 -0.637 4.410 -7.327
H110 -1.740 5.177 -8.462
H111 -4.113 1.867 -6.432
C43 2.395 5.332 -4.333
C44 2.450 3.795 -4.324
C45 1.851 3.146 -5.592
C46 2.832 3.246 -6.773
C47 4.167 2.583 -6.413
C48 4.806 3.250 -5.179
N10 3.836 3.373 -4.117
O11 4.321 3.445 -2.800
C49 5.968 2.344 -4.769
C50 5.437 4.598 -5.601
C51 1.613 3.257 -3.148
H112 2.710 5.834 -5.247
H113 3.029 5.742 -3.544
H114 1.374 5.622 -4.061
H115 1.660 2.092 -5.378
H116 0.899 3.605 -5.863
H117 2.907 4.243 -7.208
H118 2.333 2.662 -7.556
H119 4.828 2.579 -7.279
H120 3.897 1.542 -6.214
H121 5.627 1.317 -4.599
H122 6.763 2.295 -5.511
H123 6.392 2.679 -3.821
H124 6.462 4.519 -5.956
H125 4.765 5.115 -6.290
H126 5.493 5.275 -4.743
H127 0.538 3.374 -3.296
H128 1.901 3.731 -2.209
H129 1.828 2.188 -3.075
H130 4.243 2.528 -2.510
C52 1.245 -2.634 -3.073
C53 0.130 -3.677 -3.297
C54 -0.380 -3.499 -4.754
C55 -1.141 -4.702 -5.309
C56 -0.261 -5.952 -5.135
C57 0.061 -6.200 -3.642
N11 0.711 -4.997 -3.120
O12 1.129 -5.187 -1.786
C58 -1.172 -6.687 -2.894
C59 1.078 -7.339 -3.643
C60 -0.992 -3.355 -2.321
H131 2.163 -2.954 -3.566
H132 1.436 -2.527 -2.000
H133 0.981 -1.619 -3.378
H134 -0.977 -2.586 -4.811
H135 0.487 -3.325 -5.401
H136 -1.531 -4.545 -6.314
H137 -2.014 -4.759 -4.649
H138 0.606 -5.963 -5.791
H139 -0.972 -6.728 -5.437
H140 -0.903 -6.938 -1.866
H141 -1.997 -5.976 -2.831
H142 -1.572 -7.577 -3.383
H143 1.171 -7.766 -2.638
H144 0.782 -8.198 -4.247
H145 2.065 -6.968 -3.922
H146 -0.748 -3.567 -1.279
H147 -1.940 -3.870 -2.502
H148 -1.230 -2.297 -2.458
H149 2.105 -5.193 -1.835
C61 -2.582 8.613 2.060
C62 -2.969 7.124 1.968
C63 -4.274 7.127 1.140
C64 -4.678 5.756 0.590
C65 -3.530 5.132 -0.174
C66 -2.145 5.141 0.499
N12 -1.966 6.416 1.151
O13 -0.676 6.598 1.676
C67 -2.077 3.966 1.489
C68 -1.121 4.946 -0.611
C69 -3.257 6.471 3.307
H150 -3.293 9.206 2.631
H151 -2.528 9.030 1.053
H152 -1.567 8.712 2.446
H153 -5.107 7.433 1.780
H154 -4.219 7.862 0.336
H155 -5.518 5.954 -0.080
H156 -5.076 5.110 1.376
H157 -3.449 5.713 -1.101
H158 -3.748 4.114 -0.509
H159 -1.177 4.005 2.108
H160 -2.959 4.026 2.125
H161 -2.025 2.984 1.011
H162 -1.170 3.973 -1.103
H163 -1.226 5.716 -1.376
H164 -0.128 4.902 -0.150
H165 -2.356 6.039 3.750
H166 -3.995 5.668 3.288
H167 -3.644 7.221 4.000
H168 -0.153 7.072 1.019

Cartesian forces, eV/Å:
0.42 -1.17 0.50
-1.21 -0.10 -0.29
0.13 0.13 -0.26
0.12 0.30 0.07
-0.12 0.36 -0.05
0.53 0.81 0.01
-0.34 0.26 -0.59
-0.73 0.69 1.60
-0.11 0.69 -0.06
-0.33 -1.15 0.24
-0.70 0.38 -0.01
0.53 -0.06 -1.08
-0.18 -0.61 -0.17
0.08 0.44 0.10
0.30 -0.04 -0.54
0.14 0.02 -0.42
0.14 0.02 -0.40
0.33 -0.34 0.86
0.23 -0.02 -0.09
0.09 0.03 0.07
0.21 -0.13 -0.11
0.24 -0.04 0.29
0.08 -0.16 0.28
0.53 -0.07 -0.57
-0.35 -0.78 0.01
0.04 -0.21 0.87
0.31 -0.03 -0.21
-0.66 -0.03 -0.16
0.32 0.40 -0.13
0.08 -0.02 0.23
0.05 0.06 0.04
-0.26 -0.08 0.22
-0.10 0.33 0.11
-0.05 0.39 -0.16
-0.31 0.17 -0.04
0.20 -0.03 -0.15
-0.11 0.27 -0.09
0.32 -0.27 0.07
0.07 -0.05 0.13
-0.15 -0.11 -0.30
-0.52 1.46 -1.01
0.51 -1.67 -0.36
-0.19 0.83 -0.42
0.20 -0.30 0.53
0.27 0.57 -0.49
0.32 -0.84 0.29
0.52 -0.16 -0.13
0.04 -0.44 0.74
-0.14 0.07 0.35
-0.77 0.12 0.53
0.19 -0.03 0.01
0.16 0.37 0.17
-0.63 -0.02 -0.09
-0.06 -0.67 0.43
0.00 0.20 -0.04
0.07 0.46 -0.16
0.03 0.24 -0.39
1.30 0.86 -0.61
-0.31 -0.14 1.20
0.77 -0.21 -0.96
-0.24 -0.11 -0.12
-0.80 0.55 0.94
0.03 0.09 0.82
-0.44 -0.28 0.15
-0.49 -0.15 0.25
-0.18 0.08 -0.05
-0.20 -0.32 -0.36
-0.16 0.03 0.38
-0.06 0.16 -0.05
0.16 -0.04 -0.02
0.71 -0.22 -0.24
0.04 -0.22 -0.65
-0.08 0.04 -0.42
-0.07 -0.09 -0.15
0.31 -0.10 0.55
0.11 -0.31 0.19
0.38 0.20 0.17
0.35 0.04 -0.77
-0.91 0.18 0.38
-0.24 -0.38 0.54
0.24 0.31 0.15
-0.26 0.49 -0.39
-0.06 -0.07 -0.35
-0.30 -0.20 -0.93
-0.23 -0.49 0.59
0.11 0.02 -0.12
0.03 0.00 -0.11
0.18 0.25 0.08
0.48 -0.42 -0.03
-0.12 0.42 0.40
-0.08 0.03 -0.42
0.64 -0.01 0.50
-0.10 -0.72 -0.55
0.29 0.63 0.57
-0.37 -0.09 0.03
0.44 -0.72 0.31
-0.36 0.35 -0.16
-0.58 0.18 -0.26
0.24 -0.26 -0.11
-0.06 0.41 -0.08
0.07 0.26 0.07
-0.09 -0.34 -0.08
0.14 0.00 0.08
-0.53 0.42 0.03
-0.03 0.08 0.16
0.10 0.13 -0.63
0.00 -0.02 0.03
0.41 -0.41 0.29
-0.95 0.76 0.05
0.38 -0.19 0.52
0.34 0.36 0.23
0.08 -0.55 -0.59
0.08 0.84 0.59
-0.24 0.16 -0.34
0.30 -0.40 -0.32
0.40 0.00 -0.06
-0.10 -0.14 0.00
0.06 0.17 -0.05
-0.50 -0.42 0.22
-0.03 0.27 0.16
0.21 -0.09 -0.26
-0.09 -0.32 -0.09
-0.19 -0.01 0.03
0.35 -0.11 0.00
-0.10 -0.35 -0.12
0.49 0.60 0.14
0.00 0.06 -0.84
0.39 0.87 0.16
0.18 -0.30 -0.27
-1.02 -0.16 0.53
-0.53 -1.21 0.19
-0.07 -0.18 -0.22
-0.32 -0.02 0.19
-0.07 -0.43 -0.04
0.09 0.18 0.19
-0.15 -0.61 0.21
-0.01 0.00 -0.11
0.52 -0.23 0.45
0.33 0.46 -0.05
0.06 0.27 -0.61
0.07 0.08 -0.17
0.06 0.43 0.37
-0.65 -1.13 0.36
1.38 0.19 -1.28
0.23 -0.06 0.58
-0.22 0.78 -0.59
-0.95 -0.35 -0.07
0.45 0.90 0.61
-1.42 0.70 1.34
0.63 -0.49 -0.70
-3.40 -1.16 0.10
-1.24 -1.13 -0.34
0.31 0.04 0.27
0.01 0.02 -0.01
0.39 0.19 0.24
-0.16 0.23 -0.14
-0.23 -0.08 -0.26
0.01 0.15 0.02
0.26 -0.10 0.16
-0.08 -0.09 -0.11
-0.08 -0.37 0.05
-0.45 -0.11 -0.23
0.23 -0.07 -0.09
-5.55 -1.72 1.31
-0.59 0.19 -0.04
0.31 0.56 0.39
0.58 -0.06 -0.26
0.03 0.34 0.07
-0.45 0.01 -0.04
0.00 0.24 0.10
0.03 -0.08 -0.09
0.03 0.25 0.21
-0.65 0.19 0.52
-0.04 0.43 0.55
4.62 1.54 -0.70
-0.63 -0.84 -0.22
-1.22 0.51 -0.05
1.47 -0.10 -0.76
-0.73 -1.81 -0.85
-0.03 0.31 -0.35
-0.17 -0.48 0.99
-0.62 0.70 0.69
0.54 0.04 0.19
-0.16 -0.29 -0.23
0.06 -0.24 0.10
0.06 0.31 -0.31
0.39 0.28 -0.30
5.63 1.31 -0.95
0.18 0.20 0.38
0.32 -0.02 -0.25
0.30 0.16 0.17
0.33 -0.08 0.30
-0.11 0.03 -0.04
-0.12 0.20 -0.16
0.17 0.10 -0.14
-0.17 -0.14 -0.49
0.37 0.00 -0.34
0.01 -0.21 0.17
0.75 0.01 0.01
-0.04 0.03 0.03
-0.09 -0.08 0.13
0.11 0.12 0.26
0.01 -0.07 0.67
-0.32 0.52 -0.32
0.56 -0.06 -0.55
0.49 0.70 1.38
-2.18 0.35 0.14
0.31 -0.12 -1.08
0.70 -0.35 -0.72
-0.36 0.05 0.38
-0.41 0.04 0.41
0.34 -0.38 1.06
-0.87 0.22 0.07
-0.01 0.06 -0.08
0.16 -0.23 0.00
-0.23 -0.16 -0.39
-0.02 0.00 0.16
0.11 0.03 0.09
0.29 -0.01 -0.12
-0.17 -0.52 -0.26
0.16 0.12 0.14
0.64 -0.57 -0.09
0.04 -0.06 -0.06
0.17 0.10 -0.19
0.10 -0.09 0.07
0.11 0.22 0.07
-0.11 0.29 -0.38
-0.06 -0.06 -0.26
0.32 0.16 -0.05
0.15 -0.17 -0.29
0.02 0.07 0.31
0.08 -0.11 -0.28
0.95 -0.46 -0.15
-0.91 -0.08 -1.31
-0.50 -0.61 0.36
-0.01 0.33 0.16
-0.01 0.26 -0.77
-0.90 -1.17 0.12
0.08 1.79 -0.99
0.39 -0.63 0.71
0.26 0.02 0.22
0.75 -0.19 0.48
0.33 0.09 1.00
-0.02 -0.16 0.18
-0.16 -0.08 -0.06
-0.20 0.13 0.42
0.20 0.31 0.14
0.20 -0.12 -0.13
0.00 -0.32 -0.11
0.19 -0.02 0.09
0.16 0.04 0.00
-0.03 -0.07 0.19
-0.07 0.28 0.09
0.09 -0.33 0.15
-0.33 0.07 -0.19
-0.64 -0.04 0.11
0.30 0.13 0.08
0.13 0.52 -0.23
0.08 0.18 -0.01
-0.02 0.03 -0.35
0.03 -0.04 0.05
-0.31 0.04 -0.14

# 2
ORCA calculation (ωB97M-V/def2-TZVPD) on a molecular structure, C22H21AsCoF6N5O2 at a distorted geometry.

- charge = -1
- HOMO-LUMO gap (spin up / spin down) (eV) = 7.26 / 6.20
- spin multiplicity = 6

Element x y z (Å)
Co1 0.327 -0.019 -0.431
O1 -2.577 -1.563 -2.878
C1 -1.858 -0.914 -2.137
N1 -1.029 -1.381 -1.160
C2 -0.695 -2.697 -0.841
C3 -1.457 -3.815 -1.101
C4 -1.146 -5.041 -0.537
C5 -0.125 -5.132 0.371
C6 0.579 -4.000 0.799
C7 0.350 -2.803 0.148
N2 1.069 -1.585 0.427
C8 2.027 -1.436 1.312
O2 2.520 -2.234 2.123
C9 2.622 -0.048 1.217
C10 3.751 0.181 1.980
C11 4.316 1.492 1.898
C12 3.723 2.452 1.016
C13 2.553 2.057 0.343
N3 2.034 0.866 0.421
C14 -1.964 0.553 -2.199
C15 -2.828 1.163 -3.090
C16 -2.915 2.592 -3.013
C17 -2.078 3.252 -2.160
C18 -1.190 2.514 -1.334
N4 -1.115 1.237 -1.414
H1 -2.286 -3.819 -1.818
H2 -1.757 -5.836 -0.832
H3 0.187 -6.138 0.762
H4 1.456 -4.013 1.477
H5 4.232 -0.602 2.511
H6 5.241 1.682 2.420
H7 4.061 3.481 0.994
H8 2.061 2.868 -0.355
H9 -3.425 0.410 -3.657
H10 -3.573 3.072 -3.647
H11 -2.026 4.385 -2.161
H12 -0.550 3.106 -0.698
C19 -1.676 -1.511 2.389
C20 -1.325 -0.006 2.540
C21 -0.549 0.310 3.921
C22 -2.654 0.767 2.606
N5 -0.659 0.547 1.463
H13 -2.410 -1.729 3.165
H14 -0.807 -2.252 2.384
H15 -2.240 -1.632 1.468
H16 -1.085 -0.159 4.760
H17 -0.515 1.425 4.056
H18 0.429 -0.135 3.707
H19 -3.312 0.343 3.356
H20 -3.169 0.644 1.603
H21 -2.592 1.839 2.817
F1 1.521 1.148 -2.448
As1 2.011 2.473 -3.558
F2 2.473 1.257 -4.717
F3 0.402 2.448 -4.219
F4 2.595 3.604 -4.742
F5 1.517 3.881 -2.530
F6 3.531 2.450 -2.773

Cartesian forces, eV/Å:
-1.09 0.93 -0.62
-0.52 -0.76 -0.74
0.41 -1.96 1.27
0.59 1.26 -1.02
-0.40 0.91 1.32
-0.56 -0.37 -1.10
0.56 1.23 0.23
0.86 -1.57 1.20
1.19 -0.17 -0.51
0.23 0.96 -0.05
-1.31 -1.90 -0.74
0.66 -0.35 0.29
-0.23 0.17 -0.12
0.29 -0.38 0.69
0.41 2.90 -1.16
-1.09 -0.46 -1.45
-0.08 -1.67 1.80
0.31 3.46 -1.42
0.03 -1.08 0.42
0.61 1.02 -0.56
-0.33 0.13 1.02
1.08 -2.86 0.29
0.54 1.41 0.53
-0.97 2.86 -1.33
0.29 -1.51 0.91
0.37 0.55 0.33
-0.53 -1.45 -0.21
-0.47 1.10 -0.24
-0.97 -0.30 -0.35
0.00 -0.53 0.50
0.01 0.30 0.13
0.09 -0.20 -0.29
0.80 -1.95 1.33
0.33 1.25 0.15
-1.20 1.17 -1.18
-0.17 -1.59 0.18
0.40 -0.40 0.25
0.75 -0.42 -0.16
-0.72 0.65 2.14
-0.32 0.17 -1.81
-1.36 -0.02 -1.51
0.78 -0.32 -0.38
0.32 -0.22 0.30
-1.14 1.25 0.17
0.22 -0.10 -0.35
0.32 0.06 -0.35
0.21 -1.14 -0.08
0.10 0.26 0.87
-0.07 -0.23 0.22
0.40 0.22 1.11
0.45 -0.17 -0.12
-0.07 0.90 -0.02
-0.55 0.05 -0.95
0.03 -0.21 0.51
0.17 0.22 0.30
-0.25 0.35 0.32
0.19 -1.49 -0.26
0.40 0.05 0.31

# 3
ORCA calculation (ωB97M-V/def2-TZVPD) on 2 unconnected molecules or ions with the total composition C4H12NO.

- energy above the lowest of the compared OMol25 structures with the same formula, charge and spin (kcal/mol) = 7.2
- charge = -1
- HOMO-LUMO gap (eV) = 7.08

Element x y z (Å)
C1 -0.846 3.013 0.380
N1 0.160 2.473 1.298
H1 -0.416 3.293 -0.592
H2 -1.301 3.908 0.820
H3 -1.584 2.236 0.219
H4 0.299 1.483 1.039
H5 1.034 2.961 1.215
C2 -0.728 -1.394 0.360
O1 -0.527 -0.061 0.253
C3 0.507 -2.249 -0.058
C4 1.018 -1.785 -1.432
H6 -1.575 -1.788 -0.249
H7 -0.985 -1.701 1.409
H8 0.274 -3.321 -0.042
H9 1.320 -2.063 0.656
H10 1.936 -2.315 -1.706
H11 1.153 -0.708 -1.372
H12 0.261 -1.982 -2.200

Cartesian forces, eV/Å:
0.63 0.19 0.25
-0.27 -0.40 0.06
-0.19 -0.01 -0.10
-0.15 -0.04 -0.10
-0.14 -0.04 -0.03
-0.23 0.08 0.11
0.24 0.18 -0.13
0.43 0.19 0.41
-0.01 -0.23 -0.17
0.14 0.61 -0.22
-0.42 -0.55 0.33
-0.19 0.03 -0.23
0.02 -0.16 -0.06
-0.03 -0.03 -0.04
-0.12 -0.07 0.13
0.06 0.18 -0.10
0.16 0.05 -0.08
0.05 0.01 -0.03

# 4
ORCA calculation (ωB97M-V/def2-TZVPD) on a molecular structure, C4H6S at a distorted geometry.

- energy above the lowest of the compared OMol25 structures with the same formula, charge and spin (kcal/mol) = 92.2
- charge = 0
- HOMO-LUMO gap (eV) = 7.62

Element x y z (Å)
C1 0.322 1.592 -0.068
C2 -0.067 0.079 -0.109
C3 0.847 -0.948 -0.092
C4 2.153 -0.534 0.044
H1 0.430 1.777 1.189
H2 -0.478 2.401 -0.355
H3 1.649 1.889 -0.535
H4 0.647 -1.945 -0.084
H5 2.240 0.776 0.345
H6 3.173 -0.983 0.168
S1 -1.699 -0.316 0.039

Cartesian forces, eV/Å:
2.35 1.71 2.35
-4.46 2.83 0.11
6.16 1.77 0.28
0.29 3.76 1.76
-0.07 -0.37 -3.47
1.56 -2.09 0.08
-4.81 -0.58 1.07
-1.15 -2.54 -0.34
0.21 -4.75 -1.20
-1.58 -0.35 -0.31
1.51 0.61 -0.33